Entry 1:
47
Properties=species:S:1:pos:R:3:forces:R:3:nbo_charge:R:1 method="wB97M-V/def2-TZVPD" gap_ev=8.713 smiles="O=S(=O)(NCCO)c1ccc2c(c1)Cc1cc(S(=O)(=O)NCCO)ccc1-2" de_lowest_kj_mol=0.0 fmax_ev_per_a=0.975
S 4.76324 0.32864 -0.61090 -0.085 0.429 0.552 2.2997
S -5.44863 0.40295 0.82098 -0.322 0.212 -0.664 2.3133
O -5.25530 -2.71411 -0.46875 0.227 -0.132 0.462 -0.7421
O -6.07535 1.52750 1.44230 0.042 0.213 0.026 -0.9278
O 4.93439 -1.00067 -1.11863 -0.166 -0.166 0.241 -0.9417
O 5.41048 1.42033 -1.28172 -0.229 0.141 0.170 -0.9370
O 8.33727 -1.66868 1.15772 0.126 -0.393 0.112 -0.7086
O -5.61174 -0.88027 1.46482 0.285 0.057 0.019 -0.9651
N 5.20517 0.32836 1.01900 -0.303 0.092 -0.849 -0.8546
N -6.01771 0.39460 -0.75281 0.392 0.248 0.857 -0.8612
C 0.82363 -0.07602 -0.00813 0.099 0.310 -0.049 -0.0087
C 1.23599 2.28308 -0.43284 -0.076 -0.183 0.061 -0.1994
C 2.16382 -0.36293 -0.16463 -0.103 -0.054 -0.024 -0.1711
C -3.71552 0.71019 0.55355 -0.521 -0.275 0.092 -0.3427
C 7.51980 -0.56057 0.88772 -0.373 0.173 -0.080 -0.0758
C -6.02058 -2.04499 -1.42884 0.033 0.286 -0.323 -0.0770
C -0.31726 -0.99850 0.30196 0.010 -0.189 0.026 -0.4630
C -2.81988 -0.34573 0.58128 0.052 -0.075 0.069 -0.1969
C -3.32463 2.01182 0.29415 0.018 0.233 -0.027 -0.1757
C 0.36110 1.24621 -0.14025 0.564 -0.181 -0.057 0.0357
C -5.54541 -0.60286 -1.69034 0.072 -0.693 -0.132 -0.2647
C -1.49039 -0.06588 0.33733 -0.062 0.352 -0.048 0.0790
C 2.58074 1.98819 -0.58816 0.101 0.157 -0.088 -0.1939
C -1.99127 2.29685 0.05182 -0.027 -0.146 0.025 -0.1851
C -1.07670 1.25207 0.07305 -0.546 -0.279 0.119 -0.0701
C 6.09197 -0.73936 1.42701 0.517 -0.464 -0.022 -0.2544
C 3.02133 0.68422 -0.45380 0.463 -0.109 -0.159 -0.3128
H -4.07955 2.78105 0.29927 -0.028 0.185 -0.032 0.2455
H 5.55804 1.24158 1.26635 -0.044 0.265 -0.038 0.3968
H -5.38329 -2.25899 0.38620 -0.023 -0.250 -0.299 0.4950
H 6.09700 -0.80171 2.51848 -0.047 -0.027 -0.108 0.2077
H -7.01746 0.52962 -0.76086 -0.213 0.149 0.184 0.4052
H -5.86667 -0.28892 -2.68695 0.057 0.046 0.069 0.2119
H 8.00266 0.29177 1.37398 -0.080 0.017 -0.094 0.1734
H -0.43607 -1.76882 -0.46282 -0.003 -0.040 -0.011 0.2457
H 0.87904 3.29557 -0.53875 -0.006 0.129 -0.024 0.2182
H -3.17112 -1.34387 0.79100 0.008 -0.142 0.000 0.2478
H 5.66571 -1.65851 1.01820 0.149 -0.067 0.206 0.2153
H 7.99508 -2.42862 0.67333 0.059 0.057 0.015 0.4671
H 7.45560 -0.36040 -0.19108 0.092 0.043 0.131 0.1703
H 2.56051 -1.36207 -0.08472 -0.029 -0.197 0.034 0.2385
H -4.45325 -0.57981 -1.65488 -0.032 -0.086 -0.224 0.2138
H 3.30410 2.75085 -0.82840 0.021 0.158 -0.040 0.2438
H -1.67216 3.30768 -0.14787 -0.002 0.134 -0.012 0.2205
H -0.17850 -1.50978 1.25666 0.006 -0.035 0.023 0.2442
H -5.91375 -2.62290 -2.35132 -0.101 0.103 0.016 0.1837
H -7.08449 -2.02816 -1.14873 0.028 -0.008 -0.106 0.1575



Entry 2:
72
Properties=species:S:1:pos:R:3:forces:R:3:lowdin_charge:R:1 method="wB97M-V/def2-TZVPD" spin_multiplicity=5 charge=+1 gap_ev="4.029 / 3.819" de_lowest_kj_mol=292.9 fmax_ev_per_a=3.383
Fe -0.88742 -0.23727 4.80976 0.398 0.199 -3.354 1.1353
O 0.37187 -3.61229 -4.45276 0.376 -0.196 -0.317 -0.0845
O 1.52123 4.79979 -0.49900 -1.519 0.875 -0.579 -0.0731
O 5.62362 -1.93626 0.73975 0.496 -0.777 -0.267 -0.0532
O -3.04703 2.89847 2.55240 -0.339 -0.297 0.081 -0.1138
O -2.95770 2.10457 -0.31614 0.031 0.305 0.358 -0.0150
O -1.87241 -3.48101 -3.03213 -0.219 0.637 1.124 -0.0938
O -0.57681 -0.30482 2.62260 -0.448 0.011 2.167 -0.2009
O 4.63953 1.83904 -2.59883 -0.045 0.493 -0.212 -0.0773
O -3.21392 -1.67239 1.43473 -0.135 0.055 -0.271 -0.0329
O -0.15152 -3.29333 2.71492 -0.191 -0.179 0.092 -0.0264
C -4.46847 2.72488 2.72137 0.972 -0.101 -0.255 -0.3294
C 3.33743 -1.75669 1.50381 0.349 0.564 0.409 -0.0587
C 2.42253 1.08243 -2.87057 0.451 1.156 0.249 -0.0749
C 0.25488 -0.32408 0.29393 0.302 -1.535 -0.825 -0.0623
C 3.69425 0.94402 -2.02632 0.027 0.070 -1.113 -0.3233
C 1.39740 -2.85348 -2.38880 -0.194 0.513 -0.167 -0.0857
C 4.68842 -1.03333 1.23114 -1.122 0.567 -0.701 -0.3193
C -3.99229 -2.35759 -2.69326 0.632 -0.399 1.043 -0.0676
C 1.20810 -3.99316 -3.37517 0.302 0.532 -0.586 -0.3141
C 1.37580 4.04342 0.67757 -0.252 0.139 -0.236 -0.3160
C -4.84735 3.31793 4.02002 -0.473 0.425 0.528 -0.0958
C -2.55116 -2.55722 -2.15533 -1.082 -0.387 -0.892 -0.2740
C -0.05170 0.42321 1.52350 0.044 1.079 1.004 -0.3350
C 0.01795 4.19466 1.44110 1.558 0.934 -0.894 -0.0660
H 4.10293 -0.06007 -2.13987 -0.157 -0.310 0.489 0.1082
H -2.58166 -2.91145 -1.12495 -0.080 -0.443 0.055 0.0998
H 5.41058 1.95403 -2.03860 -0.023 -0.168 0.101 0.0816
H -4.97686 3.25164 1.91379 -0.177 -0.157 -0.102 0.1234
H -0.00619 5.21985 1.81056 -0.173 -0.083 0.300 0.0789
H -3.50524 -1.54050 2.33692 -0.219 -0.049 0.173 0.0295
H 0.08222 -3.09181 3.62101 0.286 -0.199 0.204 0.0146
H 4.50197 -0.24991 0.49657 -0.343 -0.044 -0.493 0.0772
H 2.64992 1.08427 -3.93659 0.102 -0.908 0.012 0.0867
H 6.16727 -1.50929 0.07361 0.071 -0.066 0.024 0.0905
H 5.13187 -0.41051 2.00801 -0.343 -0.560 1.020 0.1086
H -4.60444 -3.24234 -2.51838 0.113 -0.208 0.347 0.0718
H -2.01919 -1.61054 -2.06092 0.279 -0.028 -0.777 0.0947
H -2.10575 1.68426 -0.19890 0.282 -0.108 -0.278 0.0166
H -4.05362 -2.24870 -3.77607 0.293 0.804 0.175 0.0826
H 3.52399 1.22893 -0.98809 -0.171 -0.305 0.221 0.0883
H 0.80342 -1.24046 0.51182 0.132 0.039 -0.056 0.0616
H 2.75739 -2.01140 0.61680 0.623 -0.020 -0.408 0.0462
H -4.63468 4.38617 3.97858 -0.121 0.025 0.167 0.0875
H -2.95017 2.66346 1.62666 0.574 0.146 -0.528 0.0093
H -4.66667 1.65442 2.66723 -0.406 -0.134 -0.037 0.1051
H 2.37147 4.76614 -0.94347 0.168 -0.400 0.496 0.0881
H 0.88059 0.27973 -0.36333 0.055 0.105 0.088 0.0850
H -0.24507 -2.43810 2.29532 -0.022 0.291 -0.225 -0.0221
H -0.73281 1.22715 1.24444 -0.564 0.295 0.559 0.1035
H 0.43493 -2.64576 -1.92125 -0.032 -0.192 0.425 0.0463
H -4.29361 2.90120 4.86133 0.020 -0.138 -0.013 0.0686
H -2.32514 -1.31754 1.41521 0.313 0.036 0.030 -0.0150
H -4.40364 -1.57239 -2.05895 -0.483 0.309 -0.615 0.0669
H 2.66674 -1.08456 2.03910 0.046 0.170 0.381 0.0474
H 0.88133 -4.87980 -2.83185 -0.295 -0.193 -0.111 0.1072
H 1.63459 -1.91808 -2.89562 0.260 -0.101 -0.317 0.0599
H 1.47022 2.99617 0.39042 0.450 -0.397 0.385 0.0808
H 1.61225 0.41534 -2.57640 0.157 -0.074 -0.241 0.0483
H -2.34697 -4.30717 -2.91444 0.099 -0.287 -0.214 0.1064
H -5.91400 3.16182 4.18121 -0.014 0.137 0.199 0.0851
H 2.10288 2.12111 -2.78649 -0.395 0.094 0.498 0.0690
H 0.81472 0.98553 1.87165 0.284 -0.021 0.176 0.1186
H 2.17989 -3.02940 -1.65066 -0.110 -0.211 0.141 0.0672
H 0.15739 3.49810 2.26782 -0.598 0.054 0.164 0.0576
H -0.60142 -0.63426 -0.30493 -0.290 0.120 0.145 0.0743
H -0.52449 -3.43108 -4.16070 -0.095 -0.064 0.388 0.0260
H 2.13484 -4.23998 -3.89319 0.227 -0.076 0.365 0.1129
H -3.58372 1.38048 -0.32233 -0.332 -0.290 -0.123 0.0548
H -0.90111 4.06843 0.86884 0.198 -0.463 -0.093 0.0665
H 2.14589 4.41664 1.35269 0.176 -0.725 0.422 0.1118
H 3.42193 -2.67930 2.07806 0.319 0.111 0.099 0.0801



Entry 3:
23
Properties=species:S:1:pos:R:3:forces:R:3:nbo_charge:R:1 method="wB97M-V/def2-TZVPD" gap_ev=9.389 smiles="C=C(C#N)C1=C(Cl)CC=N[C@]12CN2P" de_lowest_kj_mol=0.0 fmax_ev_per_a=3.620
Cl 3.26132 0.98880 -0.16713 0.774 -0.121 -0.150 0.0418
P -2.89763 -1.01005 -1.31412 -2.607 -0.380 0.122 0.5666
N -1.62795 -0.98880 -0.25492 1.973 0.402 0.336 -0.7035
N -1.16345 1.34628 -0.68769 -2.051 2.463 -1.683 -0.4131
N 2.26470 -2.81152 -1.80145 -0.150 0.270 -0.146 -0.2796
C 0.96015 2.38384 -0.35293 0.655 0.762 2.620 -0.5250
C 1.83731 -2.13798 -0.97237 0.335 -1.362 -0.469 0.2584
C -0.77430 0.16957 -0.15340 2.566 -1.218 1.945 0.2220
C 1.42693 -1.42014 0.16987 -0.421 0.750 0.823 -0.1512
C 1.56857 0.99746 -0.30386 -1.803 -0.054 0.687 0.0016
C -0.48982 2.41184 -0.80645 1.919 -2.174 0.482 0.1487
C 0.80490 -0.08040 -0.06718 -1.022 0.780 -0.968 -0.0723
C 1.72611 -1.77626 1.42498 -0.474 1.080 -1.081 -0.2754
C -1.63355 -0.31555 1.00575 0.560 -0.164 -0.861 -0.2163
H -3.93422 -0.23989 -0.50347 0.963 -0.742 -0.897 -0.0771
H -1.02355 -0.81570 1.69265 0.367 -0.693 1.541 0.1975
H -0.86100 3.27598 -1.31089 -0.544 0.467 -0.099 0.1959
H -2.54741 0.14924 1.33307 -0.027 0.470 -0.036 0.2160
H 1.66628 3.07758 -0.81816 -0.468 -0.023 -0.330 0.2460
H -3.29400 -2.28496 -0.74739 -0.392 0.566 -0.586 -0.0431
H 1.51314 -0.95531 2.08131 -0.095 -0.235 0.981 0.2034
H 2.19758 -2.67207 1.75146 0.280 -0.482 0.029 0.2232
H 1.01989 2.70804 0.80232 -0.340 -0.363 -2.260 0.2356